[1]
Computed, not measured: a structure of composition C33H20F5N2PRuSSe2, with ωB97M-V/def2-TZVPD.

As for the spin multiplicity: 6. As for the expectation value of S²: 8.789. Its energy above the lowest of the compared OMol25 structures with the same formula, charge and spin is 0.8586 eV. The HOMO-LUMO gap (spin up / spin down) comes out at 7.221 / 5.539 eV. Its charge is -1.

The geometry in XYZ format:
```
65
Properties=species:S:1:pos:R:3:forces:R:3:lowdin_spin:R:1
Ru -0.3718 -1.5573 0.6732 0.0 -0.2 0.2 2.4654
F 4.8691 -1.8614 2.0234 0.0 0.0 0.0 -0.0002
C 3.5924 -2.0642 2.4185 0.1 0.0 0.0 0.0019
C 2.5628 -1.7161 1.5727 0.0 0.0 0.1 0.0287
C 1.2461 -1.9302 1.9695 -0.1 0.0 -0.2 0.0176
C 0.9878 -2.4613 3.2481 0.2 0.0 0.0 0.0050
C 2.0791 -2.8022 4.0462 0.0 0.0 0.0 -0.0017
F 1.8959 -3.3656 5.2706 0.0 0.0 0.0 -0.0012
C 3.3896 -2.6213 3.6671 -0.1 0.1 -0.2 0.0075
C -0.4163 -2.6364 3.6566 0.0 0.0 0.0 0.0092
C -0.8459 -2.9232 4.9563 0.0 0.0 -0.1 0.0035
C -2.1949 -3.0724 5.2041 0.0 0.0 0.0 0.0032
C -3.1017 -2.9375 4.1660 0.0 0.0 0.0 0.0046
C -2.6080 -2.6230 2.9152 0.1 0.0 0.0 0.0248
N -1.3098 -2.4662 2.6678 0.0 0.0 0.1 0.0925
H 2.7951 -1.2814 0.6115 0.0 0.0 0.0 0.0104
H 4.2068 -2.9046 4.3113 0.0 0.0 0.0 0.0005
H -0.1290 -3.0242 5.7508 0.0 0.0 0.0 0.0005
H -2.5344 -3.2945 6.2078 0.0 0.0 0.0 0.0001
H -4.1653 -3.0573 4.3122 0.0 0.0 0.0 0.0008
H -3.2641 -2.4807 2.0672 0.0 0.0 0.0 0.0200
Se -2.5366 -0.9533 -0.0951 0.0 0.0 -0.2 1.0895
P 0.1200 -0.7674 -2.3487 0.3 -0.1 0.0 0.3277
Se 2.1995 -1.0777 -2.1077 -0.1 0.0 0.0 0.4292
C -0.6123 -1.9161 -3.5461 -0.1 0.1 0.0 0.0375
C -1.9986 -1.9674 -3.6923 0.0 0.0 0.0 0.0217
C -2.5753 -2.8825 -4.5572 0.0 0.0 0.0 -0.0012
C -1.7751 -3.7670 -5.2674 -0.1 0.0 0.0 0.0143
C -0.4000 -3.7314 -5.1084 0.0 -0.1 0.0 0.0001
C 0.1828 -2.8115 -4.2532 0.0 0.0 0.0 0.0195
C -0.2576 0.9351 -2.8520 -0.1 0.0 0.0 0.0411
C -1.5754 1.3887 -2.8076 0.0 0.1 0.0 0.0257
C -1.8702 2.7110 -3.0969 0.0 0.0 0.0 -0.0005
C -0.8520 3.5978 -3.4185 0.0 0.0 0.0 0.0138
C 0.4610 3.1534 -3.4519 0.0 0.0 -0.1 0.0007
C 0.7603 1.8308 -3.1676 0.0 0.0 -0.1 0.0186
H -2.6328 -1.3206 -3.1018 0.0 0.0 0.0 0.0115
H -3.6531 -2.9160 -4.6516 0.0 0.0 0.0 -0.0005
H -2.2254 -4.4979 -5.9269 0.0 0.0 0.0 0.0009
H 0.2299 -4.4350 -5.6375 0.0 0.0 0.0 0.0001
H 1.2546 -2.7964 -4.1118 0.0 0.0 0.0 0.0059
H -2.3713 0.7213 -2.5080 0.0 0.0 0.0 0.0146
H -2.8974 3.0483 -3.0464 0.0 0.0 0.0 -0.0004
H -1.0802 4.6346 -3.6308 0.0 0.0 0.0 0.0009
H 1.2634 3.8382 -3.6977 0.0 0.0 0.0 0.0001
H 1.7840 1.4824 -3.1777 0.0 0.0 0.0 0.0063
S 0.1738 -5.8870 -1.5960 0.0 0.3 0.1 0.0450
C -0.0396 -4.4573 -0.8408 0.1 -0.4 -0.2 0.0262
N -0.1986 -3.4349 -0.2974 0.0 0.5 0.4 0.0360
F 0.7052 7.8555 0.4757 0.0 0.0 0.0 0.0000
C 1.5016 7.1295 1.2919 0.0 0.0 0.0 -0.0001
F 1.4314 7.7066 2.5065 0.0 0.0 0.0 0.0000
F 2.7621 7.3299 0.8449 0.0 0.0 0.0 0.0000
C 1.1296 5.6831 1.3069 0.0 0.0 0.0 -0.0004
C 0.8187 5.0305 2.4900 0.0 0.1 0.0 0.0001
C 0.4902 3.6856 2.4753 0.0 0.0 0.0 0.0029
C 0.4712 2.9723 1.2772 0.0 0.1 -0.2 0.0122
C 0.7815 3.6473 0.0832 0.0 -0.1 0.1 0.0036
C 1.1077 4.9857 0.1003 0.0 0.0 0.0 0.0004
C 0.1411 1.5913 1.2162 0.1 -0.2 0.0 0.0734
C -0.0767 0.4037 1.0617 0.0 -0.3 0.0 0.0297
H 0.8318 5.5716 3.4261 0.0 0.0 0.0 0.0001
H 0.2486 3.1763 3.3982 0.0 0.0 0.0 0.0005
H 0.7507 3.0971 -0.8487 0.0 0.0 0.1 0.0005
H 1.3439 5.4929 -0.8268 0.0 0.0 0.0 0.0001
```
Forces are in eV/Å.

[2]
Computed, not measured: a structure of composition C33H20IrN10S, with ωB97M-V/def2-TZVPD.

As for the spin multiplicity: 2. As for the expectation value of S²: 0.759. Its energy above the lowest of the compared OMol25 structures with the same formula, charge and spin is 0.0000 eV. The HOMO-LUMO gap (spin up / spin down) comes out at 3.926 / 4.592 eV. Its charge is +2.

The geometry in XYZ format:
```
65
Properties=species:S:1:pos:R:3:forces:R:3:lowdin_spin:R:1
Ir 0.0891 0.0474 0.3086 -0.1 0.1 0.1 0.6704
C -5.6155 2.4487 2.4570 -0.2 -0.3 0.4 0.0007
C -5.6436 1.2865 3.2284 -0.2 0.5 -0.2 -0.0022
C -4.6662 0.3014 3.0925 0.3 -0.1 -0.3 0.0004
C -3.6667 0.5294 2.1672 -0.4 0.5 0.1 -0.0013
C -2.4850 -0.2408 1.7993 0.4 -0.2 -0.3 0.0032
N -2.1882 -1.4390 2.2648 -0.1 0.1 0.0 0.0037
C -1.0454 -2.0721 2.0743 0.4 0.5 -0.2 0.0036
C -0.7781 -3.4548 2.4511 0.2 -0.6 0.1 -0.0007
C -1.5806 -4.4312 3.0086 0.1 0.5 -0.1 0.0013
C -1.0075 -5.6850 3.2115 0.4 -0.3 0.0 -0.0008
C 0.3214 -5.9401 2.8751 -0.4 -0.1 0.2 0.0011
C 1.1325 -4.9526 2.3198 0.0 0.5 -0.1 -0.0001
C 0.5606 -3.7131 2.1094 -0.3 -0.5 0.2 0.0003
C 1.0877 -2.4834 1.5309 -0.3 0.6 0.0 0.0012
N 2.3295 -2.3046 1.1247 0.1 0.1 0.0 0.0031
C 2.7753 -1.2473 0.4766 -0.6 0.1 -0.1 0.0051
N 2.0081 -0.2724 -0.1200 0.4 0.1 0.0 0.0268
C 2.8249 0.6278 -0.7467 -0.7 -0.3 0.1 -0.0027
N 2.4429 1.6818 -1.4540 0.1 0.0 0.0 0.0026
C 1.2193 2.1677 -1.4855 -0.5 -0.3 0.6 -0.0002
N 0.1474 1.7418 -0.7387 0.1 0.3 -0.3 0.0208
C -0.9364 2.5598 -0.9654 0.4 -0.4 0.3 -0.0013
N -2.0920 2.5260 -0.3426 0.0 0.1 0.0 0.0026
C -2.4417 1.6214 0.5619 0.5 -0.6 -0.1 -0.0017
N -1.7783 0.4677 0.8579 -0.2 0.4 0.2 0.0236
C -3.6406 1.6990 1.3876 -0.5 0.0 0.5 0.0003
C -4.6103 2.6741 1.5179 0.4 -0.2 -0.2 -0.0016
C -0.5661 3.5283 -1.9928 0.2 0.3 -0.5 0.0006
C -1.2921 4.5172 -2.6296 0.1 -0.3 0.3 -0.0015
C -0.6365 5.2544 -3.6119 0.4 0.1 -0.2 -0.0001
C 0.7004 5.0146 -3.9315 -0.4 0.2 -0.1 -0.0005
C 1.4356 4.0268 -3.2821 0.0 -0.3 0.4 -0.0012
C 0.7809 3.2861 -2.3155 -0.3 0.4 -0.4 0.0003
C 4.2108 0.2318 -0.5352 0.6 -0.3 0.2 0.0010
C 5.4054 0.8192 -0.9063 -0.5 -0.1 0.0 -0.0024
C 6.5777 0.1946 -0.4859 0.2 -0.4 0.3 0.0015
C 6.5473 -0.9738 0.2765 0.2 0.4 -0.3 -0.0030
C 5.3420 -1.5660 0.6492 -0.5 0.0 -0.1 0.0008
C 4.1800 -0.9443 0.2346 0.5 0.3 -0.1 -0.0017
N 0.0941 -1.5412 1.5304 -0.1 -0.4 0.2 0.0198
H -6.3895 3.1912 2.5939 0.0 0.0 0.0 0.0001
H -6.4384 1.1508 3.9488 0.0 0.0 0.0 -0.0001
H -4.6864 -0.6037 3.6837 0.0 0.0 0.0 0.0001
H -2.6089 -4.2296 3.2750 0.0 0.0 0.0 0.0001
H -1.6059 -6.4771 3.6403 0.0 0.0 0.0 -0.0001
H 0.7316 -6.9252 3.0500 0.0 0.0 0.0 0.0001
H 2.1647 -5.1466 2.0631 0.0 0.0 0.0 0.0000
H -4.5875 3.5730 0.9176 0.0 0.0 0.0 -0.0001
H -2.3241 4.7107 -2.3716 0.0 0.0 0.0 -0.0001
H -1.1748 6.0307 -4.1383 0.0 0.0 0.0 0.0000
H 1.1759 5.6100 -4.6989 0.0 0.0 0.0 0.0000
H 2.4760 3.8489 -3.5178 0.0 0.0 0.0 0.0000
H 5.4269 1.7249 -1.4964 0.0 0.0 0.0 -0.0001
H 7.5330 0.6256 -0.7523 0.0 0.0 0.0 0.0001
H 7.4796 -1.4249 0.5874 0.0 0.0 0.0 -0.0002
H 5.3129 -2.4735 1.2363 0.0 0.0 0.0 0.0001
N -1.7372 -1.9194 -3.7072 -0.3 -0.3 -0.4 0.0129
C -0.9955 -1.2435 -2.8479 -0.1 -0.4 0.7 0.0268
N -0.2926 -0.2104 -3.2817 0.3 0.5 -0.2 0.0008
S -0.9662 -1.7453 -1.2057 0.1 0.1 -0.6 0.1831
H -1.7589 -1.7081 -4.6925 0.0 0.0 0.0 0.0020
H -2.2772 -2.7051 -3.3809 0.0 0.1 0.0 0.0033
H -0.2955 0.0779 -4.2481 0.0 0.0 0.1 0.0002
H 0.2962 0.2770 -2.6290 0.0 -0.1 -0.1 -0.0009
```
Forces are in eV/Å.

[3]
Computed, not measured: a structure of composition C33H21Cl4NO2P2S5Tl, with ωB97M-V/def2-TZVPD.

Its energy above the lowest of the compared OMol25 structures with the same formula, charge and spin is 0.3127 eV. The HOMO-LUMO gap (spin up / spin down) comes out at 5.454 / 5.839 eV. Its charge is -1.

The geometry in XYZ format:
```
69
Properties=species:S:1:pos:R:3:forces:R:3:nbo_charge:R:1
Tl 0.2954 -2.0778 2.4329 0.3 -0.1 0.1 0.7360
N -0.7800 0.1528 -0.4169 0.1 -0.1 0.2 -1.2535
P -1.1131 -1.5232 -0.3968 -0.6 0.5 -0.2 1.0802
C -2.9641 -1.3942 -0.4309 0.1 -0.2 0.0 -0.3320
C -3.6814 -0.9568 -1.5439 -0.1 0.0 0.0 -0.2443
C -5.0451 -0.7206 -1.4520 0.0 0.0 0.0 -0.1625
C -5.7073 -0.9135 -0.2456 0.0 0.0 0.0 -0.2376
C -5.0040 -1.3479 0.8674 0.0 0.0 0.0 -0.1989
C -3.6401 -1.5871 0.7713 0.1 0.0 -0.1 -0.2067
C -0.8251 -1.9964 -2.1376 0.0 0.0 0.1 -0.3789
C -1.4461 -3.1503 -2.6187 0.0 0.0 0.0 -0.1989
C -1.2522 -3.5580 -3.9276 0.0 0.0 0.0 -0.2158
C -0.4196 -2.8229 -4.7638 0.0 0.0 0.0 -0.2201
C 0.2257 -1.6951 -4.2811 0.0 0.0 -0.1 -0.2123
C 0.0255 -1.2801 -2.9701 0.0 0.0 0.0 -0.1510
P -0.2024 0.9405 0.9923 -0.2 0.3 -0.3 1.0832
C 0.5934 2.3841 0.1788 0.1 -0.1 0.0 -0.3701
C 1.9831 2.4103 0.1475 -0.1 -0.2 -0.1 -0.1910
C 2.6615 3.4010 -0.5474 0.0 0.0 -0.1 -0.1970
C 1.9461 4.3766 -1.2251 0.0 -0.1 0.0 -0.2074
C 0.5563 4.3589 -1.1988 0.0 0.1 -0.1 -0.2402
C -0.1199 3.3743 -0.4955 0.0 0.0 0.0 -0.1553
C -1.6931 1.7971 1.6597 0.1 -0.2 0.1 -0.3744
C -2.9519 1.8068 1.0679 0.0 0.0 0.0 -0.2283
C -4.0149 2.4581 1.6820 0.0 0.1 0.0 -0.2062
C -3.8292 3.1072 2.8929 0.0 0.1 0.0 -0.2225
C -2.5779 3.0970 3.4970 0.0 0.0 0.0 -0.2295
C -1.5233 2.4349 2.8899 0.0 0.0 0.0 -0.1377
H -1.2684 0.7218 -1.1001 0.0 0.0 -0.1 0.3911
H -3.1696 -0.7946 -2.4858 0.0 0.0 0.0 0.2206
H -5.5943 -0.3786 -2.3209 0.0 0.0 0.0 0.2014
H -6.7724 -0.7300 -0.1755 0.0 0.0 0.0 0.2083
H -5.5128 -1.4898 1.8127 0.0 0.0 0.0 0.2124
H -3.0785 -1.9087 1.6420 -0.1 0.0 0.0 0.2205
H -2.0925 -3.7195 -1.9592 0.0 0.0 -0.1 0.2143
H -1.7551 -4.4421 -4.2992 0.0 0.0 0.0 0.2088
H -0.2633 -3.1429 -5.7865 0.0 0.0 0.0 0.2077
H 0.8827 -1.1299 -4.9303 0.0 0.0 0.0 0.2116
H 0.5399 -0.4077 -2.5843 0.0 0.0 0.0 0.2312
H 2.5241 1.6271 0.6647 0.1 0.0 -0.1 0.2294
H 3.7443 3.4110 -0.5518 -0.1 0.0 0.0 0.2282
H 2.4690 5.1509 -1.7724 0.0 0.0 0.0 0.2074
H 0.0004 5.1223 -1.7304 0.0 0.0 0.0 0.2034
H -1.2041 3.3824 -0.4669 0.0 0.0 0.0 0.2023
H -3.1179 1.3026 0.1239 0.0 0.0 0.0 0.2132
H -4.9895 2.4623 1.2083 0.0 0.0 0.0 0.2063
H -4.6556 3.6229 3.3667 0.0 0.0 0.0 0.2051
H -2.4276 3.5895 4.4495 0.0 0.0 0.0 0.2107
H -0.5552 2.3964 3.3787 0.0 0.0 0.0 0.2225
Cl 6.2038 -2.1115 -1.9484 0.0 0.0 0.0 0.0379
C 4.9491 -2.5740 -0.8648 -0.2 0.1 0.1 -0.0671
C 5.0880 -3.7729 -0.1120 -0.1 0.0 0.1 -0.0832
Cl 6.5341 -4.6967 -0.2525 0.0 0.0 0.0 0.0359
C 4.0725 -4.1923 0.7031 0.0 0.0 0.0 -0.1371
Cl 4.1735 -5.6828 1.5534 0.0 -0.1 0.1 0.0326
C 2.8464 -3.4501 0.8504 0.2 -0.1 -0.2 0.3400
O 1.8693 -3.8989 1.4800 -0.1 0.2 0.2 -0.6506
C 2.7511 -2.1489 0.1521 -0.1 -0.1 -0.1 0.4213
O 1.7224 -1.4460 0.2904 0.2 0.0 0.1 -0.7026
C 3.8216 -1.8030 -0.7354 0.1 0.0 -0.2 -0.1672
Cl 3.6004 -0.4130 -1.7312 -0.1 0.2 0.1 0.0265
S 4.6734 4.2781 1.9994 0.1 0.1 0.1 -0.0968
C 4.1807 2.7914 2.4870 0.0 -0.1 0.2 -0.5760
S 5.0535 1.3310 2.1852 -0.3 0.0 0.0 0.4594
C 3.9182 0.1873 2.9123 0.3 -0.4 0.0 -0.4543
C 2.7734 0.7672 3.4777 -0.3 0.4 0.3 -0.4043
S 1.5316 0.0219 4.3267 0.0 0.0 0.0 -0.1915
S 2.7107 2.5230 3.3630 0.2 -0.1 0.0 0.4542
S 4.3261 -1.4309 2.9523 0.0 0.1 -0.2 -0.0609
```
Forces are in eV/Å.

[4]
Computed, not measured: a structure of composition C33H22N4Sc, with ωB97M-V/def2-TZVPD.

Its energy above the lowest of the compared OMol25 structures with the same formula, charge and spin is 0.0513 eV. The HOMO-LUMO gap comes out at 6.610 eV. Its charge is +1.

The geometry in XYZ format:
```
60
Properties=species:S:1:pos:R:3:forces:R:3:nbo_charge:R:1
Sc 0.0502 0.0744 -0.2572 -0.2 0.1 0.1 1.9056
C 3.0839 0.7408 -3.4966 0.0 0.0 0.0 -0.2697
C 2.3160 0.1096 -2.5133 0.0 0.0 0.0 0.0953
N 1.7249 0.7694 -1.5339 0.1 0.0 -0.1 -0.5829
C 1.8469 2.1319 -1.4656 0.0 0.0 0.0 0.2120
C 2.5614 2.8479 -2.4451 0.0 0.0 0.0 -0.0944
C 3.1954 2.1045 -3.4622 0.0 0.0 0.0 -0.0715
C 2.5993 4.2608 -2.3824 0.0 0.0 0.0 -0.2186
C 1.9127 4.8945 -1.3902 0.0 0.0 0.0 -0.1639
C 1.2057 4.1803 -0.3984 0.0 0.0 0.0 -0.2460
C 1.1886 2.8025 -0.3772 0.0 -0.1 0.0 0.1594
N 0.5525 1.9562 0.5197 0.0 0.0 0.0 -0.7871
C 0.2630 2.2611 1.8381 0.0 0.0 0.0 0.1688
C 0.6144 3.3778 2.5674 0.0 0.0 0.0 -0.2684
C 0.2320 3.5271 3.9178 0.0 0.0 0.0 -0.1501
C -0.4963 2.5779 4.5698 0.0 0.0 0.0 -0.2290
C -0.8333 1.3874 3.8832 0.0 0.0 0.0 -0.0960
C -1.5349 0.3256 4.4892 0.0 0.0 0.0 -0.0906
C -1.7935 -0.8204 3.7878 0.0 0.0 0.0 -0.2237
C -1.3377 -0.9133 2.4692 0.0 0.0 0.0 0.0802
N -0.6841 0.0613 1.8638 0.0 0.0 0.0 -0.5778
C -0.4349 1.2244 2.5424 -0.1 0.0 0.0 0.2123
H 3.5560 0.1511 -4.2686 0.0 0.0 0.0 0.2406
H 2.1753 -0.9659 -2.5320 0.0 0.0 0.0 0.2079
H 3.7642 2.6304 -4.2193 0.0 0.0 0.0 0.2314
H 3.1502 4.8146 -3.1304 0.0 0.0 0.0 0.2266
H 1.9028 5.9757 -1.3504 0.0 0.0 0.0 0.2281
H 0.6482 4.7425 0.3340 0.0 0.0 0.0 0.2269
H 1.2121 4.1560 2.1220 0.0 0.0 0.0 0.2254
H 0.5274 4.4299 4.4361 0.0 0.0 0.0 0.2253
H -0.8024 2.7042 5.5994 0.0 0.0 0.0 0.2251
H -1.8596 0.4314 5.5172 0.0 0.0 0.0 0.2289
H -2.3285 -1.6493 4.2277 0.0 0.0 0.0 0.2299
H -1.5130 -1.8133 1.8915 0.0 0.0 0.0 0.2043
C -3.5786 0.8859 -2.8427 0.0 0.0 0.0 -0.1834
C -4.0451 -0.4060 -3.0367 0.0 0.0 0.0 -0.2056
C -3.3698 -1.4776 -2.4768 0.0 0.0 0.0 -0.1927
C -2.2172 -1.2591 -1.7188 0.0 0.0 0.0 -0.0560
C -1.7217 0.0470 -1.5138 0.0 -0.1 0.0 -0.5274
C -2.4318 1.1002 -2.0882 0.0 0.0 0.0 -0.1900
C -1.4801 -2.3984 -1.1137 0.0 0.0 0.0 0.2818
C -1.9478 -3.7358 -1.1883 0.0 0.0 0.0 -0.2657
C -1.2370 -4.7429 -0.6135 0.0 0.0 0.0 -0.0704
C -0.0261 -4.4699 0.0662 0.0 0.0 0.0 -0.1485
C 0.7595 -5.4647 0.6887 0.0 0.0 0.0 -0.1462
C 1.9139 -5.1274 1.3376 0.0 0.0 0.0 -0.2072
C 2.3281 -3.7812 1.3876 0.0 0.0 0.0 -0.1809
C 1.5853 -2.8005 0.7891 0.0 0.0 0.0 -0.1929
C 0.3900 -3.1278 0.1145 0.0 0.0 0.0 0.2380
N -0.3434 -2.1280 -0.4700 -0.1 0.0 -0.1 -0.6305
H -4.1080 1.7233 -3.2792 0.0 0.0 0.0 0.2220
H -4.9356 -0.5819 -3.6251 0.0 0.0 0.0 0.2241
H -3.7565 -2.4721 -2.6513 0.0 0.0 0.0 0.2064
H -2.0886 2.1206 -1.9488 0.0 0.0 0.0 0.2092
H -2.8735 -3.9530 -1.6956 0.0 0.0 0.0 0.2357
H -1.5935 -5.7645 -0.6671 0.0 0.0 0.0 0.2309
H 0.4305 -6.4953 0.6423 0.0 0.0 0.0 0.2270
H 2.5148 -5.8895 1.8139 0.0 0.0 0.0 0.2337
H 3.2434 -3.5220 1.9028 0.0 0.0 0.0 0.2314
H 1.9239 -1.7682 0.8334 0.0 0.0 0.0 0.1928
```
Forces are in eV/Å.